# 1
DFT (the ωB97M-V functional and the def2-TZVPD basis) results for C28H38I2N9O4Pm as an isolated structure at a distorted geometry.

## Properties
frontier orbital gap (alpha / beta) = 5.70 / 5.71 eV
charge = +2
2S+1 = 5

Cartesian coordinates (Å):
Pm  -19.19  7.00  1.84
N  -19.60  5.67  -0.40
C  -20.95  5.63  -1.00
C  -22.01  5.96  0.05
N  -21.71  7.18  0.85
C  -22.70  7.49  1.89
C  -22.47  6.57  3.10
N  -21.13  6.82  3.70
H  -19.27  4.70  -0.34
H  -18.90  6.07  -1.06
H  -21.04  6.39  -1.78
H  -21.12  4.61  -1.41
H  -22.97  6.16  -0.41
H  -22.06  5.08  0.72
H  -21.67  7.96  0.22
H  -22.51  8.54  2.20
H  -23.73  7.45  1.47
H  -23.26  6.80  3.83
H  -22.50  5.53  2.78
H  -21.12  7.75  4.12
H  -20.95  6.15  4.42
O  -14.47  11.36  2.95
C  -15.33  12.07  3.47
O  -15.38  13.27  3.79
C  -16.64  11.29  3.69
C  -16.67  10.11  4.41
C  -17.67  9.15  4.15
N  -18.54  9.34  3.10
C  -18.71  10.61  2.63
C  -17.78  11.62  2.94
C  -19.90  10.91  1.88
C  -20.40  12.22  1.83
C  -21.37  12.52  0.88
C  -21.78  11.57  -0.05
C  -21.19  10.31  0.06
N  -20.45  9.94  1.08
C  -17.75  7.93  4.94
C  -17.20  7.89  6.23
C  -17.10  6.63  6.85
C  -17.54  5.48  6.19
C  -17.92  5.63  4.86
N  -18.07  6.81  4.27
H  -15.75  9.84  5.00
H  -17.84  12.61  2.51
H  -20.07  12.99  2.48
H  -21.81  13.54  0.87
H  -22.51  11.68  -0.85
H  -21.37  9.56  -0.69
H  -16.91  8.79  6.72
H  -16.68  6.52  7.87
H  -17.45  4.53  6.66
H  -18.16  4.77  4.25
I  -16.76  4.40  1.20
C  -18.02  2.67  1.69
I  -20.10  3.14  2.07
H  -17.62  2.25  2.60
H  -18.00  1.92  0.92
C  -12.55  8.47  2.97
C  -13.95  7.93  2.87
O  -14.97  8.83  2.35
H  -12.03  7.82  3.76
H  -12.50  9.47  3.39
H  -12.06  8.43  1.97
H  -14.32  7.55  3.82
H  -13.98  7.11  2.11
H  -14.62  9.76  2.47
C  -16.20  10.11  -0.23
N  -16.53  9.09  -1.21
C  -15.88  9.11  -2.43
C  -16.11  8.20  -3.43
C  -16.94  7.12  -3.04
N  -17.56  7.10  -1.84
C  -17.35  8.03  -0.92
O  -17.80  7.89  0.27
N  -17.15  6.10  -3.87
H  -16.98  10.15  0.48
H  -16.11  11.07  -0.77
H  -15.28  9.85  0.33
H  -15.09  9.83  -2.51
H  -15.65  8.31  -4.44
H  -16.78  6.04  -4.83
H  -17.84  5.40  -3.58

Just the Löwdin charges please, in e? Sure, here they are:
1 Pm 1.630
2 N -0.133
3 C -0.215
4 C -0.204
5 N -0.162
6 C -0.194
7 C -0.212
8 N -0.057
9 H -0.008
10 H 0.019
11 H 0.120
12 H 0.136
13 H 0.126
14 H 0.067
15 H 0.053
16 H 0.120
17 H 0.144
18 H 0.135
19 H 0.087
20 H 0.090
21 H 0.076
22 O 0.013
23 C -0.666
24 O 0.029
25 C -0.068
26 C 0.057
27 C -0.202
28 N 0.062
29 C -0.225
30 C 0.081
31 C -0.204
32 C 0.014
33 C -0.026
34 C -0.021
35 C -0.163
36 N 0.079
37 C -0.217
38 C 0.032
39 C -0.002
40 C -0.019
41 C -0.163
42 N -0.014
43 H 0.161
44 H 0.132
45 H 0.118
46 H 0.135
47 H 0.116
48 H 0.100
49 H 0.122
50 H 0.137
51 H 0.109
52 H 0.059
53 I 0.860
54 C -1.001
55 I 0.844
56 H -0.027
57 H -0.028
58 C -0.079
59 C -0.316
60 O -0.165
61 H 0.100
62 H 0.072
63 H 0.089
64 H 0.092
65 H 0.103
66 H 0.031
67 C 0.021
68 N -0.011
69 C 0.025
70 C 0.033
71 C -0.345
72 N 0.160
73 C -0.450
74 O -0.239
75 N 0.182
76 H 0.065
77 H 0.125
78 H 0.106
79 H 0.140
80 H 0.143
81 H 0.153
82 H 0.129

***

# 2
DFT (the ωB97M-V functional and the def2-TZVPD basis) results for C28H38InN4OPS4 as an isolated structure at a distorted geometry.

## Properties
frontier orbital gap (alpha / beta) = 6.09 / 6.09 eV
charge = +2

Cartesian coordinates (Å):
In  0.07  -0.09  0.05
C  1.36  -0.80  -3.62
C  1.00  -2.28  -3.80
S  0.93  -3.16  -2.25
C  2.70  -3.45  -1.97
C  3.23  -3.14  -0.56
S  2.79  -1.56  0.19
C  4.09  -0.48  -0.61
C  3.94  0.95  -0.10
S  2.37  1.95  -0.45
C  2.33  2.02  -2.22
C  1.04  1.69  -2.92
S  0.17  0.16  -2.68
H  1.46  -0.43  -4.60
H  2.30  -0.75  -3.07
H  1.61  -2.74  -4.54
H  0.03  -2.37  -4.20
H  3.22  -2.78  -2.70
H  2.98  -4.51  -2.22
H  4.34  -3.19  -0.49
H  2.81  -3.84  0.18
H  3.91  -0.67  -1.63
H  5.08  -0.91  -0.32
H  4.78  1.61  -0.45
H  4.02  0.99  0.99
H  3.12  1.40  -2.65
H  2.57  3.08  -2.52
H  1.13  1.73  -4.00
H  0.25  2.44  -2.65
C  -1.95  5.15  1.48
C  -1.08  5.07  0.43
C  -0.81  3.83  -0.23
C  -1.48  2.73  0.23
C  -2.49  2.87  1.17
C  -2.71  4.06  1.76
N  -1.45  1.41  -0.40
C  -2.50  1.00  -1.17
C  -3.37  1.89  -1.80
C  -4.37  1.46  -2.62
C  -4.65  0.10  -2.78
C  -3.85  -0.84  -2.19
C  -2.81  -0.42  -1.29
N  -2.00  -1.15  -0.56
N  -2.11  -2.43  -0.54
C  -1.23  -3.02  0.34
C  -1.36  -4.34  0.63
C  -0.51  -4.91  1.58
C  0.38  -4.08  2.22
C  0.57  -2.82  1.82
N  -0.20  -2.27  0.85
H  -2.10  6.05  2.00
H  -0.57  5.95  0.15
H  -0.16  3.73  -1.11
H  -3.13  1.98  1.36
H  -3.49  4.05  2.59
H  -3.20  2.93  -1.74
H  -4.94  2.14  -3.23
H  -5.43  -0.22  -3.45
H  -3.93  -1.97  -2.34
H  -2.22  -4.90  0.20
H  -0.60  -5.99  1.79
H  0.93  -4.46  3.08
H  1.30  -2.16  2.29
C  -1.65  -0.09  3.57
P  0.03  0.51  3.49
C  1.17  -0.26  4.65
C  -0.05  2.25  3.91
O  0.54  0.41  2.02
H  -2.05  0.09  4.59
H  -1.61  -1.11  3.28
H  -2.29  0.39  2.80
H  0.92  0.01  5.75
H  2.18  0.08  4.38
H  1.14  -1.38  4.53
H  0.01  2.23  5.05
H  -1.14  2.60  3.70
H  0.75  2.99  3.57

Just the Löwdin charges please, in e? Sure, here they are:
1 In 0.640
2 C -0.475
3 C -0.510
4 S 0.894
5 C -0.487
6 C -0.486
7 S 0.867
8 C -0.435
9 C -0.449
10 S 0.902
11 C -0.521
12 C -0.504
13 S 0.961
14 H 0.086
15 H 0.060
16 H 0.090
17 H 0.064
18 H 0.083
19 H 0.106
20 H 0.103
21 H 0.071
22 H 0.034
23 H 0.114
24 H 0.106
25 H 0.075
26 H 0.084
27 H 0.114
28 H 0.095
29 H 0.075
30 C -0.083
31 C -0.030
32 C -0.007
33 C -0.298
34 C -0.074
35 C -0.104
36 N -0.044
37 C -0.266
38 C -0.005
39 C -0.026
40 C -0.070
41 C 0.017
42 C -0.251
43 N -0.013
44 N 0.113
45 C -0.362
46 C 0.013
47 C -0.005
48 C -0.065
49 C -0.211
50 N 0.026
51 H 0.112
52 H 0.101
53 H 0.094
54 H 0.131
55 H 0.147
56 H 0.115
57 H 0.123
58 H 0.119
59 H 0.147
60 H 0.150
61 H 0.139
62 H 0.128
63 H 0.071
64 C -0.134
65 P 0.627
66 C -0.156
67 C -0.166
68 O -0.451
69 H 0.094
70 H 0.036
71 H 0.066
72 H 0.109
73 H 0.075
74 H 0.059
75 H 0.076
76 H 0.079
77 H 0.098

***

# 3
DFT (the ωB97M-V functional and the def2-TZVPD basis) results for C28H38N2OPSbSe4Ti as an isolated structure at a distorted geometry.

## Properties
frontier orbital gap = 6.15 eV
charge = 0
energy relative to the best compared isomer or geometry (same formula, charge and spin) = 2.68 kcal/mol

Cartesian coordinates (Å):
Ti  -0.91  -0.69  -0.26
O  -3.06  -1.03  -0.16
C  -3.30  -2.40  0.12
C  -2.53  -2.66  1.39
C  -2.98  -3.51  2.39
C  -2.28  -3.57  3.58
C  -1.17  -2.74  3.76
C  -0.79  -1.93  2.71
N  -1.42  -1.92  1.53
H  -3.51  -0.78  -1.04
H  -2.96  -3.04  -0.70
H  -4.37  -2.57  0.28
H  -3.88  -4.09  2.24
H  -2.61  -4.22  4.38
H  -0.63  -2.72  4.69
H  0.05  -1.25  2.81
C  4.12  -1.48  -1.47
C  2.61  -1.32  -1.64
C  2.33  -0.21  -2.65
P  1.66  -1.04  -0.07
C  2.21  -2.33  1.14
C  1.99  -3.71  0.51
C  3.58  -2.18  1.80
C  2.15  0.63  0.47
C  3.42  1.08  0.83
C  3.66  2.41  1.13
C  5.03  2.90  1.50
C  2.58  3.30  1.06
C  1.31  2.88  0.70
C  1.09  1.54  0.40
N  -0.17  1.03  0.09
C  -1.31  1.82  -0.25
C  -1.40  2.42  -1.53
C  -0.24  2.41  -2.47
C  -2.59  3.01  -1.89
C  -3.69  3.05  -1.03
C  -4.99  3.65  -1.50
C  -3.56  2.53  0.24
C  -2.38  1.91  0.66
C  -2.29  1.38  2.06
H  4.40  -2.35  -0.88
H  4.58  -0.59  -1.03
H  4.57  -1.60  -2.46
H  2.18  -2.25  -2.04
H  2.60  0.77  -2.24
H  1.29  -0.19  -2.95
H  2.94  -0.37  -3.54
H  1.48  -2.24  1.94
H  2.73  -3.94  -0.25
H  1.01  -3.79  0.05
H  2.06  -4.48  1.29
H  4.41  -2.25  1.10
H  3.71  -2.98  2.54
H  3.66  -1.24  2.33
H  4.24  0.38  0.87
H  5.72  2.06  1.64
H  5.01  3.47  2.43
H  5.44  3.54  0.72
H  2.74  4.34  1.29
H  0.49  3.58  0.65
H  -0.59  2.55  -3.50
H  0.30  1.47  -2.42
H  0.46  3.22  -2.23
H  -2.69  3.42  -2.89
H  -4.90  4.73  -1.62
H  -5.79  3.45  -0.80
H  -5.26  3.22  -2.47
H  -4.40  2.57  0.93
H  -2.82  2.04  2.74
H  -1.25  1.30  2.40
H  -2.75  0.39  2.14
Se  -4.80  -0.43  -2.45
Sb  -3.30  -0.79  -4.32
Se  -0.75  -1.70  -2.22
Se  -2.23  1.08  -5.29
Se  -3.27  -2.95  -5.27

Just the Löwdin charges please, in e? Sure, here they are:
1 Ti 0.440
2 O -0.319
3 C -0.190
4 C -0.220
5 C 0.012
6 C -0.030
7 C -0.032
8 C -0.118
9 N 0.036
10 H -0.171
11 H 0.113
12 H 0.136
13 H 0.127
14 H 0.117
15 H 0.115
16 H 0.116
17 C -0.097
18 C -0.536
19 C -0.136
20 P 1.046
21 C -0.526
22 C -0.103
23 C -0.097
24 C -0.273
25 C -0.051
26 C -0.274
27 C -0.051
28 C -0.028
29 C -0.001
30 C -0.299
31 N -0.142
32 C -0.249
33 C -0.188
34 C -0.041
35 C -0.004
36 C -0.261
37 C -0.042
38 C -0.006
39 C -0.210
40 C -0.031
41 H 0.052
42 H 0.071
43 H 0.085
44 H 0.082
45 H 0.083
46 H -0.010
47 H 0.089
48 H 0.053
49 H 0.075
50 H 0.065
51 H 0.083
52 H 0.059
53 H 0.083
54 H 0.067
55 H 0.092
56 H 0.074
57 H 0.080
58 H 0.083
59 H 0.118
60 H 0.123
61 H 0.017
62 H 0.039
63 H 0.094
64 H 0.114
65 H 0.086
66 H 0.077
67 H 0.081
68 H 0.123
69 H 0.086
70 H 0.075
71 H 0.070
72 Se 0.077
73 Sb -0.117
74 Se 0.333
75 Se -0.063
76 Se -0.132

***

# 4
DFT (the ωB97M-V functional and the def2-TZVPD basis) results for C28H38NPbS5Si3 as an isolated structure.

## Properties
frontier orbital gap = 6.98 eV
charge = -1

Cartesian coordinates (Å):
Pb  -0.54  -0.08  -1.63
C  3.26  -0.02  2.33
Si  1.57  0.30  1.52
C  0.40  -0.94  2.34
C  1.16  2.03  2.18
C  1.60  0.19  -0.34
Si  2.59  -1.30  -0.91
C  2.25  -1.79  -2.70
C  2.28  -2.84  0.11
C  4.46  -0.99  -0.87
Si  2.23  1.75  -1.08
C  3.80  2.50  -0.33
C  2.56  1.68  -2.93
C  0.87  3.08  -0.93
C  1.05  4.39  -0.52
C  -0.04  5.24  -0.41
C  -1.30  4.75  -0.73
C  -1.41  3.44  -1.14
N  -0.36  2.63  -1.24
H  3.16  0.10  3.41
H  4.01  0.70  1.98
H  3.63  -1.02  2.14
H  0.12  -0.59  3.34
H  0.90  -1.91  2.46
H  -0.51  -1.12  1.77
H  0.94  1.94  3.25
H  0.31  2.54  1.71
H  2.02  2.69  2.08
H  1.27  -2.25  -2.83
H  2.99  -2.54  -3.00
H  2.31  -0.96  -3.40
H  1.21  -3.02  0.24
H  2.73  -2.78  1.11
H  2.71  -3.70  -0.40
H  4.76  -0.23  -1.60
H  4.97  -1.92  -1.13
H  4.80  -0.67  0.11
H  4.62  1.78  -0.37
H  3.67  2.81  0.70
H  4.10  3.38  -0.92
H  3.37  0.99  -3.19
H  2.86  2.68  -3.27
H  1.67  1.38  -3.49
H  2.05  4.74  -0.26
H  0.09  6.26  -0.07
H  -2.18  5.37  -0.64
H  -2.37  3.00  -1.39
C  -3.91  2.19  3.00
C  -2.54  1.89  2.80
C  -2.14  1.31  1.64
C  -3.05  0.98  0.60
C  -2.61  0.39  -0.62
C  -3.56  0.11  -1.56
C  -4.94  0.39  -1.36
C  -5.36  0.97  -0.20
C  -4.42  1.28  0.82
C  -4.82  1.88  2.04
H  -4.23  2.65  3.93
H  -1.82  2.13  3.57
H  -1.10  1.06  1.47
H  -3.28  -0.35  -2.50
H  -5.65  0.15  -2.14
H  -6.41  1.19  -0.04
H  -5.87  2.10  2.18
C  -3.48  -4.99  1.22
S  -1.73  -5.40  1.49
C  -1.13  -5.33  -0.15
C  -0.99  -4.21  -0.90
S  -1.45  -2.61  -0.45
S  -0.35  -4.51  -2.50
C  -0.14  -6.23  -2.40
S  0.47  -7.15  -3.63
S  -0.67  -6.84  -0.89
H  -3.95  -4.97  2.20
H  -3.96  -5.75  0.60
H  -3.55  -4.01  0.75

Just the natural (NBO) charges please, in e? Sure, here they are:
1 Pb 1.096
2 C -1.140
3 Si 1.791
4 C -1.152
5 C -1.141
6 C -2.063
7 Si 1.787
8 C -1.143
9 C -1.154
10 C -1.144
11 Si 1.780
12 C -1.154
13 C -1.136
14 C -0.186
15 C -0.246
16 C -0.165
17 C -0.263
18 C 0.057
19 N -0.484
20 H 0.227
21 H 0.224
22 H 0.229
23 H 0.226
24 H 0.241
25 H 0.260
26 H 0.230
27 H 0.234
28 H 0.223
29 H 0.240
30 H 0.234
31 H 0.230
32 H 0.260
33 H 0.226
34 H 0.235
35 H 0.221
36 H 0.231
37 H 0.231
38 H 0.244
39 H 0.232
40 H 0.227
41 H 0.234
42 H 0.230
43 H 0.242
44 H 0.216
45 H 0.209
46 H 0.217
47 H 0.212
48 C -0.221
49 C -0.252
50 C -0.108
51 C -0.158
52 C -0.387
53 C -0.277
54 C -0.201
55 C -0.241
56 C 0.022
57 C -0.223
58 H 0.202
59 H 0.209
60 H 0.213
61 H 0.204
62 H 0.200
63 H 0.198
64 H 0.198
65 C -0.741
66 S 0.257
67 C -0.505
68 C -0.335
69 S -0.340
70 S 0.472
71 C -0.574
72 S -0.159
73 S 0.472
74 H 0.217
75 H 0.209
76 H 0.244

***

These records have molecular weight values of 963.5, 720.7, 935.1, 840.4 g mol⁻¹, in the order they appear.